(1)
10 unconnected molecules or ions with the total composition C14H49BF4N7O9 at a distorted geometry, computed with ωB97M-V/def2-TZVPD.

```
84
Properties=species:S:1:pos:R:3:lowdin_charge:R:1
F 0.70 0.39 -2.25 0.124
F 0.14 1.45 -0.26 0.141
F 2.26 1.74 -1.19 0.095
F 0.40 2.66 -2.13 0.086
O -0.54 4.02 1.87 -0.084
O -2.62 1.21 1.48 0.034
O 3.47 -1.75 3.99 -0.180
O 5.62 -1.37 -0.71 -0.001
O 0.64 -3.86 -0.97 -0.169
O 0.01 1.30 -4.76 -0.066
O 2.07 3.47 0.89 -0.053
O 1.92 4.27 -3.73 -0.067
O -4.96 1.87 -2.42 -0.171
N 0.76 0.58 2.88 0.072
N -2.08 4.02 -1.88 0.052
N -1.79 -0.41 0.12 0.169
N -3.82 -0.69 1.15 0.149
N -1.97 -4.23 1.57 0.027
N 4.34 0.29 0.20 0.158
N 3.63 -0.78 -1.67 0.171
C -0.66 -3.78 1.07 -0.432
C 0.75 -1.11 4.63 -0.064
C -3.33 3.61 -2.49 -0.411
C -5.34 0.60 -1.97 -0.128
C 0.59 -2.49 -1.26 -0.110
C -3.09 3.30 -4.00 -0.063
C 0.43 -4.35 1.99 -0.056
C -3.77 2.31 -1.82 -0.222
C 2.84 -0.82 3.15 -0.227
C 4.61 -0.67 -0.73 -0.673
C -2.73 0.12 0.95 -0.677
C 4.25 -2.65 3.23 -0.108
C -0.52 -4.35 -0.33 -0.220
C 1.61 -0.16 3.83 -0.424
B 0.88 1.52 -1.43 -1.210
H -2.30 2.56 -4.07 0.060
H -1.40 -4.12 -0.95 0.121
H 1.34 1.29 2.44 0.060
H -0.93 0.12 -0.03 0.067
H 0.28 4.30 1.43 0.000
H 1.00 -2.01 -0.35 0.089
H -4.52 -0.14 -2.08 0.081
H 1.47 -4.18 1.69 0.070
H -1.96 -1.24 -0.42 0.071
H 0.04 -1.70 4.04 0.062
H 3.84 1.08 -0.17 0.072
H 0.20 -0.59 5.41 0.076
H 0.54 -3.79 2.93 0.064
H -0.14 1.06 -3.83 0.006
H 2.03 0.64 4.45 0.135
H -1.33 3.33 -1.93 0.045
H -4.11 4.38 -2.52 0.133
H 1.25 -2.18 -2.07 0.074
H -0.40 -2.05 -1.36 0.067
H -2.65 4.18 -4.48 0.068
H 2.88 -0.11 -1.71 0.059
H -5.48 0.63 -0.88 0.074
H -1.69 4.79 -2.41 0.072
H -2.92 1.61 -1.88 0.122
H 4.94 -2.12 2.55 0.084
H 2.51 -1.23 2.19 0.113
H -1.96 -5.24 1.61 0.064
H 1.62 4.22 -4.64 0.024
H 5.01 0.39 0.94 0.097
H 1.30 3.71 -3.24 -0.002
H -4.61 -0.44 1.71 0.096
H -6.26 0.18 -2.37 0.081
H -0.55 -5.44 -0.34 0.127
H -3.89 -1.53 0.61 0.081
H -4.00 3.01 -4.53 0.066
H 1.93 2.87 0.12 0.012
H 0.96 1.44 -4.82 0.031
H -2.16 -3.96 2.53 0.070
H -0.77 3.17 1.48 -0.005
H 4.94 -3.18 3.88 0.084
H 3.64 -1.55 -2.30 0.103
H 3.66 -3.38 2.66 0.077
H 1.36 -1.86 5.14 0.070
H 0.30 -0.05 2.24 0.053
H 3.51 0.01 2.89 0.109
H 0.28 -5.42 2.15 0.078
H -3.87 2.51 -0.74 0.128
H 3.03 3.45 0.99 0.043
H -0.64 -2.69 1.06 0.108
```

## Properties
largest force on an atom	0.051	Eh/bohr
net charge	-1
DFT total energy	-2047.9414	a.u.
HOMO level	-6.21	eV
Kohn-Sham gap	8.636	eV



(2)
A molecular structure, C19H12AsF6IrN4O2 at a distorted geometry, computed with ωB97M-V/def2-TZVPD.

```
45
Properties=species:S:1:pos:R:3:lowdin_charge:R:1
Ir -0.37 -0.23 0.53 1.533
As -1.97 -1.64 -1.64 0.918
F -0.30 -0.77 -1.60 -0.334
F -3.42 -2.27 -1.11 -0.122
F -2.26 -0.11 -0.47 -0.386
F -1.32 -2.92 -2.47 -0.106
F -2.48 -0.67 -2.89 -0.109
F -1.20 -2.23 -0.05 -0.344
O 5.86 3.59 2.57 0.152
O 6.17 1.44 2.49 0.117
N 5.53 2.46 2.33 -0.324
N -0.70 -0.54 2.52 0.090
N 0.20 1.81 0.70 -0.024
N 1.79 -0.23 0.51 -0.023
C -0.63 2.84 0.60 -0.035
C 3.90 -1.30 0.52 0.035
C 3.70 1.00 1.26 -0.020
C 2.52 -1.31 0.27 -0.042
C -3.58 -2.10 6.15 0.108
C 1.10 4.36 1.29 0.084
C 4.15 2.28 1.77 -0.020
C 3.35 3.36 1.80 0.111
C -0.85 -2.09 5.64 0.132
C 1.98 3.27 1.38 -0.084
C 2.34 0.91 0.95 -0.153
C -3.07 -1.58 4.91 0.134
C -2.73 -2.52 7.16 0.033
C -0.20 4.15 0.86 0.028
C -1.17 -1.03 3.45 -0.010
C -1.38 -2.60 6.88 0.102
C 1.49 2.01 1.03 -0.155
C -1.70 -1.59 4.66 -0.152
C 4.48 -0.15 1.01 0.087
H -0.88 4.97 0.73 0.140
H 0.23 -2.05 5.48 0.157
H 2.03 -2.18 -0.13 0.139
H 4.48 -2.18 0.32 0.140
H -4.65 -2.20 6.29 0.157
H -3.75 -1.13 4.19 0.159
H 3.73 4.31 2.16 0.153
H 5.55 -0.13 1.18 0.132
H -3.12 -2.84 8.12 0.153
H -0.72 -3.08 7.59 0.156
H -1.65 2.64 0.31 0.138
H 1.44 5.36 1.53 0.152
```

## Properties
largest force on an atom	0.059	Eh/bohr
spin multiplicity	2
net charge	+3
DFT total energy	-4038.9201	a.u.
HOMO level (spin up / spin down)	-18.12 / -18.12	eV
Kohn-Sham gap (spin up / spin down)	7.309 / 3.996	eV



(3)
A molecular structure, C21H25AuO4Sb2, computed with ωB97M-V/def2-TZVPD.

```
53
Properties=species:S:1:pos:R:3:lowdin_charge:R:1
Au 2.33 1.70 0.78 0.777
Sb 0.59 -1.36 1.96 1.330
Sb -0.87 1.86 -0.39 1.206
O 4.82 -0.15 3.61 -0.007
O 2.88 -1.07 0.92 -0.301
O 4.99 -1.72 1.26 -0.011
O 3.56 1.24 2.43 -0.280
C 2.77 3.72 -4.46 -0.141
C -3.25 -1.77 1.31 -0.282
C -2.36 -2.70 1.96 -0.299
C 4.16 0.10 2.61 -0.610
C -4.17 -2.28 0.34 -0.072
C 1.15 2.38 -3.28 -0.090
C -4.21 -3.61 0.01 -0.133
C -2.43 -4.04 1.57 -0.087
C 4.02 -1.00 1.49 -0.651
C 1.67 2.87 -4.47 -0.123
C -1.20 3.88 0.35 -0.367
C 0.24 -2.19 0.01 -0.312
C -3.33 -4.51 0.63 -0.117
C 3.36 4.03 -3.24 -0.123
C 1.71 2.69 -2.02 -0.391
C 2.86 3.53 -2.05 -0.084
C 1.19 2.23 -0.76 -0.560
C -1.92 2.38 -2.24 -0.387
C -3.19 -0.40 1.56 0.023
C 1.61 -3.13 2.65 -0.323
C -1.35 -2.26 2.92 -0.327
H -0.68 4.01 1.30 -0.016
H 2.58 -3.17 2.15 -0.003
H 4.24 4.67 -3.21 0.086
H -2.27 4.06 0.49 -0.020
H -3.84 0.28 1.02 0.041
H -3.35 -5.56 0.36 0.084
H -2.97 2.55 -1.98 -0.023
H -1.75 -4.75 2.05 0.102
H 3.33 3.75 -1.11 0.078
H -1.87 1.58 -2.97 -0.023
H 1.22 2.59 -5.41 0.087
H 3.18 4.11 -5.39 0.077
H -0.79 4.57 -0.38 -0.008
H -4.83 -1.57 -0.14 0.097
H -1.70 -1.46 3.58 0.028
H 1.02 -4.02 2.40 -0.010
H -4.92 -3.96 -0.74 0.082
H 1.76 -3.09 3.73 -0.003
H 1.23 -2.44 -0.38 -0.001
H -1.50 3.29 -2.67 -0.008
H -2.47 0.04 2.23 0.028
H -0.97 -3.09 3.52 0.035
H -0.39 -3.08 0.08 -0.011
H 0.31 1.69 -3.31 0.073
H -0.24 -1.45 -0.64 -0.029
```

## Properties
largest force on an atom	0.008	Eh/bohr
spin multiplicity	3
net charge	-2
DFT total energy	-1732.2930	a.u.
HOMO level (spin up / spin down)	-1.27 / -1.98	eV
Kohn-Sham gap (spin up / spin down)	5.920 / 6.008	eV



> The lowest largest force on an atom belongs to which entry?

C21H25AuO4Sb2